# 1
The following is a DFT calculation (ωB97M-V/def2-TZVPD) of a structure of composition C22H18F5N3O3PdSSe at a distorted geometry.

Each line ends with the natural charge from an NBO analysis.
Cartesian coordinates (Å):
H: -0.7198 -1.7396 -3.8494  0.214
H: -1.9112 -3.5102 -0.1933  0.232
C: -1.7900 -1.8708 4.1310  -0.223
Se: 2.7390 3.1583 0.3032  -0.316
O: 4.8619 -1.4425 1.3569  -0.724
C: -2.7261 -2.6033 -3.8905  -0.219
F: -2.5542 4.9448 -2.6509  -0.292
F: -2.5370 2.2475 -2.0491  -0.303
Pd: 2.9870 0.7583 -0.0937  0.535
H: -4.1270 -4.0330 -1.1327  0.201
C: 0.0517 -0.1835 2.7803  -0.191
C: -1.1581 -0.8072 0.6525  -0.857
F: -2.0191 3.3448 2.5586  -0.285
H: 5.6553 -0.6455 -2.1823  0.368
H: -2.1828 1.7540 0.4565  0.282
C: -3.6469 -3.2766 -3.0999  -0.249
N: 6.3241 -0.9115 -0.3480  -0.555
S: 0.1223 -0.6240 -0.4365  1.253
H: 0.1774 -2.9870 -0.5390  0.229
C: -2.1326 3.6911 1.2694  0.357
H: 5.7307 3.2929 -1.0322  0.321
C: -2.1563 -3.2630 -1.2383  -0.196
O: 4.0795 -0.9693 -0.7468  -0.838
C: 0.2049 -0.5121 4.0679  -0.227
N: 5.2920 2.3628 -1.0738  -0.780
F: -2.4265 5.8741 2.0063  -0.302
O: 1.4695 -0.7666 0.2950  -0.991
C: 4.1441 2.3281 -0.5816  0.046
H: 1.0392 -0.1281 4.6592  0.195
C: -2.3594 5.0027 0.9799  0.258
C: -2.3976 3.1800 -1.0621  0.353
H: 6.6496 0.5948 -1.5772  0.365
C: -1.5227 -2.2297 -3.3148  -0.203
H: -2.3878 -2.6558 4.5613  0.185
H: -3.0087 -1.7192 2.3938  0.179
C: -2.0626 -1.4803 2.8303  -0.293
H: -2.1080 -1.0855 0.1751  0.212
H: 0.9705 -2.2945 -2.0690  0.241
C: -0.6890 -1.3425 4.7503  -0.329
H: -2.9176 -2.3640 -4.9620  0.202
C: -2.3975 5.4563 -0.3633  0.280
C: -2.4905 4.5193 -1.3902  0.257
H: -4.6406 -3.4109 -3.4877  0.193
F: -2.3906 6.8093 -0.7045  -0.313
H: 7.0892 -1.4716 0.0474  0.352
C: -2.2449 2.7655 0.2573  -0.305
C: -3.4174 -3.5487 -1.7556  -0.217
C: 4.9912 -1.1249 0.1772  0.860
H: 0.7582 0.5272 2.2790  0.229
C: -1.2525 -2.5863 -2.0175  -0.044
N: 6.5309 -0.4262 -1.6344  -0.707
H: -0.4753 -1.5715 5.8065  0.178
C: -1.0959 -0.7525 2.0654  -0.002
C: 0.0783 -2.2738 -1.3840  -0.614

Force components x, y, z for each atom (eV/Å):
H -0.2 0.2 -0.3
H -0.1 0.1 -0.6
C -0.2 0.5 -0.8
Se -0.3 0.3 0.0
O 0.2 -0.1 -0.3
C 0.3 0.3 -0.7
F -0.1 -0.1 -0.2
F 0.2 0.8 0.8
Pd 0.7 1.4 -0.9
H -0.7 -0.3 0.3
C -0.9 0.6 -2.3
C -1.2 0.5 0.1
F 0.0 -0.1 -0.5
H 1.2 0.6 0.9
H 0.3 -2.2 0.4
C -0.9 0.6 0.1
N -0.3 -0.5 1.6
S 1.4 0.2 -0.7
H 0.6 0.4 -0.5
C -0.9 -0.6 0.0
H -0.3 -0.2 -0.1
C -1.3 -0.4 0.8
O 0.7 0.1 1.0
C 0.3 0.1 2.1
N 0.6 0.9 -0.1
F 0.1 0.1 -0.5
O -1.6 -0.1 -0.2
C -0.7 -2.0 0.9
H -0.1 0.1 -0.3
C 0.6 2.2 -0.7
C -0.4 -0.9 0.0
H -0.7 -0.7 -0.1
C 0.0 -0.2 -0.7
H -0.4 0.2 0.5
H -0.3 -0.6 -0.6
C 0.8 0.7 0.0
H 0.5 0.1 0.1
H -0.9 0.2 0.7
C 0.9 -0.6 1.6
H 0.0 -0.2 1.0
C -0.3 0.7 0.3
C 0.6 0.6 0.5
H -0.3 -0.4 -0.3
F -0.2 -2.0 0.8
H -0.9 0.4 -0.3
C 0.3 1.3 -1.1
C 1.4 0.1 -0.6
C 0.5 0.1 -1.4
H -0.7 -1.0 0.4
C 2.1 0.3 0.9
N -0.3 -0.2 -1.4
H -0.1 -0.1 -0.5
C 1.1 -0.6 0.3
C 0.1 -0.5 0.6

The value obtained for the energy above the lowest of the compared OMol25 structures with the same formula, charge and spin is 0.0 kJ/mol. Its charge is -2. For the orbital gap, the calculation gives 4.6 eV.



# 2
The following is a DFT calculation (ωB97M-V/def2-TZVPD) of the molecule C22H18FN3OS at a distorted geometry.

Each line ends with the natural charge from an NBO analysis.
Cartesian coordinates (Å):
H: 0.6653 0.5519 5.8473  0.222
H: -0.3517 -0.1041 -4.8326  0.227
H: -0.3600 4.0167 3.6288  0.237
C: 0.1676 -2.6419 -5.9284  -0.258
C: 1.3315 1.2657 3.7583  -0.066
H: -1.0586 2.5328 5.6283  0.233
C: -1.1075 2.3116 1.4402  0.636
H: 0.5787 1.8917 -0.7742  0.234
C: 1.1694 2.5438 6.0278  -0.423
O: -1.4697 3.4229 1.1736  -0.511
N: -0.8704 -7.2960 -7.1619  -0.290
C: -0.1736 -2.8318 -4.6229  -0.154
C: 0.0391 -1.8138 -3.5617  -0.049
C: 0.0568 -1.4163 -1.1795  0.491
S: -0.5679 -4.5323 -4.2974  0.438
C: 1.4152 2.6871 3.2244  -0.431
C: -0.0834 -0.4539 -3.8701  -0.203
H: -0.0669 -3.2946 -1.9168  0.238
C: -1.2129 1.1751 0.3340  -0.427
C: 0.0136 3.0256 3.6995  -0.212
H: -0.2660 -0.0146 3.3732  0.376
N: 0.1766 0.7771 3.0066  -0.638
H: 2.3051 0.8576 3.5375  0.217
C: -0.1872 0.4026 -2.7211  -0.160
C: 0.1762 0.9038 -0.3369  -0.402
C: -0.0570 -0.0260 -1.3950  -0.128
C: 0.0755 -3.8969 -6.7494  -0.163
C: -0.2424 -5.0233 -5.9939  -0.322
H: 2.1431 2.8440 5.8021  0.211
H: 0.2056 -3.9229 -7.8322  0.237
C: 0.8043 1.4065 5.1929  -0.258
C: 0.0807 -2.2555 -2.2453  -0.304
H: 1.6834 2.6103 2.1119  0.225
F: 0.2052 -1.8708 0.1136  -0.331
H: 0.8671 0.3882 0.3256  0.257
H: 0.6044 -1.7075 -6.3673  0.237
C: -0.6107 -6.2542 -6.7037  0.260
C: -1.9135 -0.0783 0.6904  0.286
H: -0.4974 1.4550 -2.8430  0.212
H: 2.3031 3.2706 3.5264  0.233
H: -1.7603 1.5977 3.3781  0.231
C: -0.8213 1.8655 2.9080  -0.150
C: -0.0613 2.6323 5.1531  -0.225
N: -2.6377 -0.9937 0.8869  -0.309
H: -1.7967 1.5961 -0.4605  0.261
H: 1.1065 2.3959 7.0254  0.217

Force components x, y, z for each atom (eV/Å):
H -0.7 -0.5 -0.8
H 0.1 0.3 -0.8
H -0.3 0.9 -0.9
C 0.3 -1.6 -1.9
C -0.1 0.6 0.6
H 0.8 0.5 -0.3
C -1.5 -1.6 0.8
H -0.5 -1.5 1.0
C 0.5 0.8 -2.5
O 0.5 0.0 -0.2
N 0.4 2.0 0.6
C 1.1 -0.6 -0.6
C -1.2 -0.6 -0.6
C 0.4 1.9 0.5
S 0.3 0.2 -1.2
C 1.1 0.0 -1.2
C -0.6 0.1 3.5
H 0.6 0.1 -0.8
C 1.3 0.5 0.7
C -1.5 0.1 -0.6
H -0.3 -1.4 0.8
N 0.0 0.4 -1.9
H -0.1 -1.3 0.2
C -0.3 -0.3 -1.2
C -0.3 2.1 1.1
C 0.9 -2.2 -2.7
C -0.1 1.0 1.9
C -0.6 1.7 -1.2
H 1.1 1.7 -0.6
H 0.1 0.0 0.4
C 0.7 -1.9 0.5
C -0.6 -1.5 1.1
H -1.3 0.2 1.2
F -0.2 0.2 -1.5
H 0.1 0.7 0.5
H -0.7 -1.0 0.6
C 0.0 -1.1 1.1
C -2.5 -2.2 1.0
H 0.7 -0.4 -0.2
H -0.8 -0.1 0.8
H -0.3 0.1 0.1
C 2.6 1.7 0.0
C -0.3 -1.4 0.7
N 2.6 3.0 -0.5
H -0.6 0.5 -0.3
H -0.9 -0.3 3.0

Its charge is 0. Its SMILES is N#Cc1ccc(-c2ccc(C[C@@H](C#N)C(=O)[C@H]3N[C@H]4C[C@@H]3[C@@H]3C[C@@H]34)c(F)c2)s1. For the orbital gap, the calculation gives 8.4 eV.



# 3
The following is a DFT calculation (ωB97M-V/def2-TZVPD) of a structure of composition C22H18GaN5PS2Se2.

Each line ends with the natural charge from an NBO analysis.
Cartesian coordinates (Å):
C: 6.1278 -2.0740 -0.2211  0.412
H: -0.5927 3.2237 -4.6270  0.223
H: -2.5175 4.3659 -0.2221  0.225
H: 4.5546 -5.7014 -0.2306  0.255
C: -1.0506 -4.6933 -0.1916  0.104
C: -1.0201 3.4544 -3.6603  -0.205
P: 0.3991 3.5392 0.1157  0.695
C: 2.4331 -5.4342 -0.3326  0.103
C: -1.7454 3.2335 1.9729  -0.144
C: -2.0954 4.0780 -1.1759  -0.236
S: 2.0892 -7.0957 -0.3707  0.558
Se: 0.7116 1.2809 0.3049  -0.156
N: 5.6564 -1.2002 0.6693  -0.570
H: 4.0360 -4.4447 -1.3456  0.265
C: -2.3850 3.5438 3.1586  -0.229
N: 1.3537 -4.6862 -0.2673  -0.622
H: -2.3435 4.7428 4.9405  0.225
C: -0.0191 4.8243 2.4842  -0.184
C: -2.0839 -2.7139 -0.2021  0.100
C: 4.6285 -0.5296 0.4876  0.698
S: -3.3927 -3.7935 -0.0994  0.544
C: 0.2016 -5.4475 -0.2495  0.094
H: -2.8601 -0.9413 -1.1114  0.256
C: -2.3282 -5.1312 -0.1007  -0.404
C: -2.8747 4.1835 -2.3199  -0.205
H: -1.2818 -0.7526 -0.3437  0.244
H: 0.9033 5.3298 2.2255  0.226
Ga: 1.1427 -2.4644 -0.2449  0.822
H: -0.3153 -7.5782 -0.3081  0.263
H: -0.2299 5.8731 4.3417  0.227
C: -1.8425 4.4993 4.0130  -0.180
C: 0.4116 -6.7841 -0.3029  -0.410
C: -0.6591 5.1341 3.6787  -0.202
H: -2.6826 -6.1461 -0.0410  0.264
H: -2.1634 2.4671 1.3285  0.199
H: -3.8976 4.5267 -2.2396  0.223
C: 3.8272 -4.9068 -0.3802  -0.671
C: -2.3439 3.8628 -3.5602  -0.192
H: 0.8009 3.0615 -2.6129  0.218
C: -0.5580 3.8782 1.6160  -0.404
C: -2.2558 -1.2322 -0.2524  -0.668
C: -0.7721 3.6540 -1.2648  -0.291
H: 3.9780 -4.1624 0.4017  0.248
C: -0.2378 3.3620 -2.5221  -0.223
Se: 3.0322 1.7794 0.1352  0.465
N: 3.5969 0.0633 0.4822  -0.661
N: -0.9197 -3.3188 -0.2429  -0.616
H: -2.7462 -0.8654 0.6490  0.252
H: -2.9532 3.9472 -4.4502  0.223
H: -3.3062 3.0412 3.4223  0.220
N: 6.5897 -2.8520 -0.9338  -0.376

Force components x, y, z for each atom (eV/Å):
C 0.1 0.1 0.0
H 0.0 0.0 0.0
H 0.0 -0.1 0.0
H 0.0 0.0 0.0
C 0.1 -0.1 0.0
C 0.0 0.0 0.0
P 0.1 0.1 0.2
C 0.1 0.2 0.0
C 0.0 -0.1 0.0
C 0.0 0.1 0.1
S 0.0 -0.2 0.0
Se 0.2 0.1 -0.1
N 0.0 -0.1 0.0
H 0.0 0.0 0.0
C 0.0 0.0 0.0
N 0.1 -0.2 0.0
H 0.0 0.0 0.0
C -0.1 0.1 0.0
C 0.2 0.2 0.0
C -0.1 0.1 0.1
S -0.2 -0.1 0.0
C -0.1 0.1 0.0
H 0.0 0.0 0.0
C 0.1 0.0 0.0
C 0.0 0.0 -0.1
H 0.0 0.0 0.0
H 0.0 0.0 0.0
Ga 0.1 0.0 0.0
H 0.0 0.0 0.0
H 0.0 0.0 0.0
C 0.0 0.0 0.0
C 0.0 0.0 0.0
C 0.0 0.0 0.0
H 0.0 0.0 0.0
H 0.0 0.1 0.0
H 0.0 0.0 0.0
C 0.0 0.0 0.0
C 0.0 0.0 0.0
H 0.0 0.0 0.0
C -0.1 0.1 0.2
C 0.0 0.0 0.0
C -0.1 -0.1 -0.2
H 0.0 0.0 0.0
C 0.0 0.0 -0.1
Se -0.4 -0.1 -0.1
N 0.1 0.0 0.1
N -0.2 0.0 0.0
H 0.0 0.0 0.0
H 0.0 0.0 0.0
H 0.0 0.0 0.0
N -0.1 -0.1 0.0

The value obtained for the energy above the lowest of the compared OMol25 structures with the same formula, charge and spin is 376.1 kJ/mol. Its charge is +1. For the orbital gap, the calculation gives 7.2 eV.



# 4
The following is a DFT calculation (ωB97M-V/def2-TZVPD) of a structure of composition C22H18IrN2O4PS3Se2.

Each line ends with the natural charge from an NBO analysis.
Cartesian coordinates (Å):
S: -1.4304 1.1357 -2.3849  -0.451
N: 0.6718 -3.1592 0.3458  -0.444
C: 0.7043 4.7596 -0.0280  -0.225
C: 2.1265 -1.1167 -3.8732  -0.265
O: 2.8142 0.2589 1.1801  -0.933
H: 2.1737 -1.7942 -4.7122  0.238
O: 3.5372 -1.9499 0.9506  -0.906
C: 1.3770 -4.1841 0.8435  0.102
C: -0.5547 -3.3883 -0.1337  0.058
H: -2.1262 -4.7868 -0.5078  0.237
O: 4.3088 -0.6672 2.9801  -0.887
H: 2.5070 0.6350 -5.0154  0.217
H: -6.1670 1.1674 -0.0871  0.223
C: 2.3133 0.2238 -4.0326  -0.151
O: 1.9417 -1.4169 2.5783  -0.929
C: 0.6150 2.3370 1.3353  -0.186
H: 0.6155 1.4010 1.8791  0.233
C: 1.4386 3.3588 1.7864  -0.185
Se: 1.7343 -3.5540 -2.5298  -0.374
C: -2.8342 1.4332 0.4190  -0.356
C: 1.9994 0.4728 -1.7053  0.035
H: -4.0366 2.0611 3.5190  0.222
Se: -1.4962 -1.9453 -0.9418  0.398
C: 2.2611 1.0548 -2.9057  -0.279
H: 2.0561 3.1935 2.6586  0.231
H: 2.3622 -3.9379 1.2122  0.251
H: 1.5045 -6.2681 1.2406  0.238
C: -0.1072 3.7402 -0.4935  -0.116
C: -5.2324 1.6200 1.7899  -0.181
H: 2.4082 2.1233 -2.9628  0.224
H: 1.9635 1.0712 -0.8072  0.219
H: 2.1270 5.3600 1.4608  0.223
C: -2.8340 1.7335 1.7807  -0.208
C: 1.4802 4.5669 1.1093  -0.179
C: -4.0328 1.2289 -0.2546  -0.199
C: -0.3787 -5.7106 0.3473  -0.120
N: 1.7967 -0.8636 -1.5346  -0.517
C: 1.8830 -1.7067 -2.6022  0.062
S: 3.2801 -0.9164 2.0442  2.496
H: -4.0163 1.0055 -1.3137  0.243
C: -1.1228 -4.6485 -0.1324  -0.255
C: 0.8883 -5.4718 0.8508  -0.243
H: -0.6902 3.8746 -1.3960  0.227
H: -0.7926 -6.7100 0.3417  0.229
H: 0.7427 5.7008 -0.5599  0.223
C: -0.1533 2.5243 0.1920  -0.469
C: -4.0342 1.8261 2.4631  -0.197
H: -1.9004 1.8991 2.3047  0.227
P: -1.2732 1.2867 -0.4822  1.188
H: -6.1697 1.6939 2.3259  0.221
Ir: 1.5671 -1.3194 0.4654  1.062
C: -5.2328 1.3236 0.4354  -0.208
S: -0.5831 -0.5555 0.5568  -0.062

Force components x, y, z for each atom (eV/Å):
S 0.0 0.0 -0.1
N 0.1 0.0 0.1
C 0.0 0.0 0.0
C 0.0 0.0 0.0
O 0.0 0.0 0.1
H 0.0 0.0 0.0
O 0.0 0.0 0.0
C 0.0 0.0 0.0
C -0.2 0.1 0.0
H 0.0 0.0 0.0
O 0.0 0.0 0.0
H 0.0 0.0 0.0
H 0.0 0.0 0.0
C 0.0 0.0 0.0
O 0.0 0.0 0.0
C 0.0 0.0 0.1
H 0.0 0.0 0.0
C 0.0 0.0 0.0
Se 0.1 0.0 -0.1
C 0.0 0.0 0.0
C 0.0 0.0 0.0
H 0.0 0.0 0.0
Se 0.0 0.0 0.1
C 0.0 0.0 0.0
H 0.0 0.0 0.0
H 0.0 0.0 0.0
H 0.0 0.0 0.0
C 0.1 0.0 0.0
C 0.0 0.0 0.0
H 0.0 0.0 0.0
H 0.0 0.0 0.0
H 0.0 0.0 0.0
C 0.0 0.0 0.0
C 0.0 0.0 0.0
C 0.0 0.0 0.0
C 0.0 0.0 0.0
N 0.0 0.0 0.0
C 0.0 0.0 0.0
S 0.0 0.0 0.0
H 0.0 0.0 0.0
C 0.0 0.0 0.0
C 0.0 0.0 0.0
H 0.0 0.0 0.0
H 0.0 0.0 0.0
H 0.0 0.0 0.0
C 0.0 0.1 -0.1
C 0.0 0.0 0.0
H 0.0 0.0 0.0
P 0.0 -0.1 0.2
H 0.0 0.0 0.0
Ir 0.1 0.0 0.0
C 0.0 0.0 0.0
S -0.1 -0.1 -0.1

The value obtained for the energy above the lowest of the compared OMol25 structures with the same formula, charge and spin is 36.8 kJ/mol. Its charge is 0. For the orbital gap, the calculation gives 5.8 eV.



# 5
The following is a DFT calculation (ωB97M-V/def2-TZVPD) of a structure of composition C22H18N14RuS.

Each line ends with the natural charge from an NBO analysis.
Cartesian coordinates (Å):
H: -0.7227 2.6922 -0.4698  0.187
H: 2.9957 3.9456 -2.1903  0.197
N: 0.0631 -5.5605 -1.9429  -0.107
C: 2.1037 3.0083 3.6166  -0.216
C: 1.4302 -0.2687 -2.9799  0.026
C: 0.4567 1.8185 2.3223  0.053
C: 1.1943 -2.4931 1.1939  0.479
H: -1.6901 0.6887 -0.9786  0.274
H: -3.8859 -0.3600 -0.9609  0.235
C: -2.0680 0.2930 -0.0452  -0.274
N: -0.1521 -3.5413 -1.2470  -0.345
N: 0.6604 -1.4661 0.5505  -0.336
C: -1.3348 0.4111 1.1360  -0.093
C: 1.1799 3.5166 -1.1734  -0.356
N: 1.2073 -3.7688 0.7525  -0.579
C: -0.5265 2.6589 2.8295  -0.237
C: -3.1642 -0.6293 2.3344  -0.230
H: 1.7492 -4.4374 1.2717  0.429
N: 1.4186 -0.8595 2.5257  -0.007
C: 0.1487 0.8250 1.2043  0.283
H: -2.1060 -3.5962 -5.0753  0.382
H: 3.3377 1.6633 -3.0250  0.202
H: -4.8813 -1.1775 1.1613  0.213
N: 1.6776 -2.1346 2.4048  -0.313
C: -3.3486 -0.2678 -0.0259  -0.187
C: -0.9776 -2.2409 -4.1450  0.280
C: -3.8969 -0.7275 1.1569  -0.213
S: -2.1939 -1.8181 -2.9643  -0.231
Ru: -0.6283 -1.5516 -1.2643  0.607
C: 2.2888 3.1746 -1.9036  -0.207
H: 3.1363 3.1464 3.9101  0.211
H: 0.9452 4.5337 -0.8958  0.201
N: -1.3853 -2.9216 -5.2848  -0.823
C: 2.5006 1.8706 -2.3708  -0.306
N: 0.4876 -1.1889 -2.8589  -0.264
C: -1.8946 -0.0785 2.3180  -0.163
N: 0.8972 1.3809 0.0824  -0.325
H: 2.0651 -0.3551 -3.8573  0.194
H: 1.3695 4.6057 4.8509  0.207
H: -1.3165 -0.0439 3.2339  0.216
C: 0.6273 -4.2346 -0.4209  0.422
N: 0.8251 -0.4776 1.4399  -0.003
N: 0.7854 -5.4827 -0.8068  -0.390
C: -0.1994 3.6586 3.7374  -0.209
H: -3.5732 -1.0015 3.2651  0.211
H: 2.5597 1.4072 2.2736  0.234
N: 0.2619 -1.9235 -4.0173  -0.405
C: 1.7810 2.0201 2.7039  -0.175
H: -1.5539 2.5442 2.5147  0.224
C: 0.3079 2.4383 -0.7166  0.053
C: 1.1137 3.8291 4.1411  -0.212
H: -0.5982 -3.3489 -5.7530  0.379
H: -0.9776 4.3056 4.1218  0.207
N: -0.4804 -4.4305 -2.2170  -0.103
N: 0.4421 1.0838 -1.2804  -0.323
C: 1.5383 0.8663 -2.1826  0.023

Force components x, y, z for each atom (eV/Å):
H 0.0 0.0 0.0
H 0.0 0.0 0.0
N 0.1 0.0 0.0
C 0.0 0.0 0.0
C -0.1 0.0 -0.1
C 0.0 0.0 0.0
C -0.1 -0.1 0.0
H 0.0 0.0 0.0
H 0.0 0.0 0.0
C -0.2 0.2 0.1
N -0.1 0.1 -0.1
N -0.1 0.0 -0.3
C 0.1 0.0 0.0
C 0.0 0.0 0.0
N 0.1 0.1 -0.1
C 0.0 -0.1 0.0
C 0.0 0.0 0.0
H 0.0 0.0 0.0
N -0.1 -0.1 0.0
C 0.0 0.0 0.0
H 0.0 0.0 0.0
H 0.0 0.0 0.0
H 0.0 0.0 0.0
N 0.1 0.0 0.0
C 0.0 0.0 0.0
C 0.1 0.0 0.0
C 0.0 0.0 0.0
S -0.1 0.0 0.0
Ru 0.2 -0.1 0.3
C 0.0 0.0 0.0
H 0.0 0.0 0.0
H 0.0 0.0 0.0
N 0.0 0.0 0.0
C 0.0 0.0 0.0
N 0.3 0.0 0.2
C 0.0 0.0 0.0
N 0.0 0.1 0.0
H 0.0 0.0 0.0
H 0.0 0.0 0.0
H 0.0 0.0 0.0
C 0.0 0.0 0.1
N 0.1 0.0 0.0
N 0.0 0.0 0.0
C 0.0 0.0 0.0
H 0.0 0.0 0.0
H 0.0 0.0 0.0
N -0.1 -0.1 -0.1
C 0.0 0.0 0.0
H 0.0 0.0 0.0
C 0.0 0.0 0.0
C 0.0 0.0 0.0
H 0.0 0.0 0.0
H 0.0 0.0 0.0
N -0.1 0.0 0.1
N -0.1 -0.1 0.0
C 0.0 0.0 0.0

Its spin multiplicity is 2. The value obtained for the energy above the lowest of the compared OMol25 structures with the same formula, charge and spin is 498.3 kJ/mol. Its charge is -1. For the orbital gap (alpha / beta), the calculation gives 5.1 / 6.3 eV.